Entry from the OMol25 dataset: C8H27FeO13PPd as an isolated structure (ωB97M-V/def2-TZVPD).

Values from the calculation:
maximum force: 3.8 eV/A
<S²>: 12.351
E_LUMO (alpha / beta): -3.14 / -3.04 eV
frontier orbital gap (alpha / beta): 0.1455 / 0.2204 Ha

Structure (ORCA input):
```
! wB97M-V def2-TZVPD RIJCOSX def2/J DEFGRID3
* xyz 0 7
Fe -4.3747 16.3136 7.2791
Pd -1.4412 16.7186 5.9118
O -3.6389 16.3189 5.4507
H -4.0448 16.9111 4.8049
P -2.0240 15.3581 8.3549
O -2.4628 16.7885 7.7581
O -1.6986 15.6973 9.7923
O -0.8977 15.1552 7.3114
O -3.3917 14.7015 8.0133
C -7.9753 18.4240 6.2854
C -8.6270 19.6901 6.8447
O -8.8543 20.6786 5.8421
O -6.7347 18.7878 5.6664
H -8.6734 17.8903 5.6351
H -7.7324 17.7233 7.0921
H -7.8376 20.0927 7.5026
H -9.4947 19.5461 7.4823
H -8.1083 20.5551 5.2355
H -6.0260 18.4439 6.2064
C -3.7626 20.9077 6.6847
C -2.9524 21.9736 5.9919
O -1.5621 21.7137 6.2325
O -3.7308 19.6945 5.8956
H -4.8308 21.1217 6.8028
H -3.3454 20.7756 7.6863
H -3.2635 22.9936 6.2109
H -3.0899 21.8394 4.9136
H -1.1830 22.5064 6.6253
H -4.0902 19.0127 6.4659
C -1.0672 20.3573 2.8564
C -1.3944 18.8904 2.9239
O -1.7840 18.4178 4.2167
O -0.4237 20.6668 1.6224
H -0.5157 20.7564 3.7078
H -1.9538 21.0171 2.8684
H -0.4250 18.4240 2.7207
H -2.1109 18.5486 2.1750
H -2.5948 18.8902 4.4715
H -1.0554 20.6062 0.9026
C -0.7412 15.0821 2.8074
O -1.2911 15.6762 3.9659
H 0.3463 15.1527 2.8862
H -0.8875 13.9993 2.7152
H -1.1134 15.5546 1.8954
H -2.2346 15.4437 4.0051
C -4.0007 13.3257 3.5128
O -4.3878 14.6840 3.3300
H -3.5941 12.9031 2.5904
H -3.1093 13.2599 4.1527
H -4.8424 12.7476 3.8873
H -4.2962 15.1368 4.1891
*
```